(1)
{"formula": "C30H32N4S4Sr", "method": "ωB97M-V with the def2-TZVPD basis set", "species": ["Sr", "C", "N", "C", "C", "N", "C", "C", "C", "C", "C", "C", "C", "S", "C", "C", "C", "C", "C", "C", "S", "H", "H", "H", "H", "H", "H", "H", "H", "H", "H", "H", "H", "H", "H", "H", "H", "H", "H", "C", "C", "C", "C", "C", "C", "C", "C", "C", "C", "H", "H", "H", "H", "H", "H", "H", "H", "H", "H", "H", "H", "H", "H", "S", "C", "C", "N", "C", "S", "C", "N"], "positions_angstrom": [[-0.1649, 0.5853, -0.1665], [-0.2179, -2.8390, 0.8391], [-0.8861, -1.7967, 1.6258], [-2.3382, -1.9680, 1.5869], [-2.9728, -1.3157, 0.3748], [-2.8447, 0.1435, 0.4137], [-3.4239, 0.7355, -0.8033], [-3.4013, 0.7838, 1.5888], [-4.5783, 0.2901, 2.1469], [-5.1595, 0.8690, 3.2633], [-4.5464, 1.9841, 3.8230], [-3.3941, 2.4933, 3.2584], [-2.7821, 1.9288, 2.1252], [-1.3495, 2.6843, 1.4575], [-0.3252, -1.7248, 2.9510], [-0.9744, -2.3419, 4.0202], [-0.4671, -2.2942, 5.3106], [0.7304, -1.6309, 5.5320], [1.3962, -1.0446, 4.4708], [0.9090, -1.0738, 3.1569], [1.8676, -0.3444, 1.8795], [-0.4203, -3.8339, 1.2675], [0.8557, -2.6547, 0.8364], [-0.5790, -2.8217, -0.1896], [-2.7615, -1.5237, 2.4862], [-2.6106, -3.0364, 1.5950], [-4.0241, -1.6356, 0.2979], [-2.4843, -1.6468, -0.5467], [-4.5094, 0.5632, -0.8396], [-2.9577, 0.2828, -1.6815], [-3.2176, 1.8049, -0.8144], [-5.0440, -0.5803, 1.7012], [-6.0675, 0.4559, 3.6859], [-4.9655, 2.4583, 4.7035], [-2.9138, 3.3628, 3.6910], [-1.9013, -2.8711, 3.8429], [-1.0042, -2.7665, 6.1247], [1.1486, -1.5652, 6.5305], [2.3334, -0.5273, 4.6367], [2.6028, 2.4290, -4.4385], [3.1273, 2.6335, -3.0239], [4.3791, 3.5152, -3.0591], [3.3949, 1.3340, -2.2809], [3.0914, 0.0913, -2.8209], [3.3663, -1.0830, -2.1269], [3.9496, -1.0592, -0.8712], [4.1901, -2.3193, -0.0900], [4.2322, 0.1881, -0.3119], [3.9545, 1.3550, -0.9986], [2.4243, 3.3983, -4.9087], [1.6572, 1.8896, -4.4419], [3.3329, 1.8873, -5.0486], [2.3491, 3.1706, -2.4685], [5.1834, 3.0082, -3.6003], [4.7515, 3.7545, -2.0631], [4.1663, 4.4557, -3.5728], [2.5973, 0.0207, -3.7793], [3.0758, -2.0308, -2.5653], [3.5065, -2.3566, 0.7622], [5.2085, -2.3543, 0.3045], [4.0330, -3.2017, -0.7114], [4.6223, 0.2408, 0.6974], [4.1606, 2.3048, -0.5179], [-0.6158, 2.0900, -2.7504], [-1.2046, 0.8788, -3.8574], [-1.8101, 1.4148, -5.0626], [-2.2855, 1.8773, -6.0056], [-1.1446, -0.4803, -3.7304], [-0.4292, -1.3855, -2.4164], [-1.6927, -1.2887, -4.7991], [-2.1280, -1.9663, -5.6246]], "atomic_forces_ev_per_a": [[-0.06, -0.30, 0.24], [-0.01, -0.03, 0.00], [0.04, 0.11, -0.04], [0.03, -0.07, 0.10], [0.03, 0.09, -0.06], [0.02, 0.10, -0.04], [0.08, -0.05, 0.07], [-0.07, -0.13, -0.14], [0.04, 0.02, 0.01], [0.01, 0.03, 0.01], [-0.03, -0.04, -0.01], [0.09, 0.11, 0.03], [0.11, 0.02, -0.10], [-0.20, 0.09, 0.14], [-0.09, -0.12, -0.03], [0.05, 0.05, -0.01], [-0.01, -0.01, 0.00], [0.00, 0.00, 0.01], [0.07, 0.03, 0.02], [0.02, 0.07, -0.14], [-0.07, 0.00, 0.01], [0.03, 0.00, 0.00], [0.00, 0.00, -0.01], [0.00, -0.01, -0.01], [0.00, 0.05, -0.04], [0.00, 0.01, 0.00], [0.00, -0.02, 0.01], [0.00, -0.02, 0.02], [-0.01, 0.01, -0.03], [-0.03, 0.02, -0.02], [-0.03, 0.01, -0.01], [-0.03, 0.00, 0.01], [0.00, 0.00, 0.01], [-0.01, 0.00, 0.01], [-0.02, -0.01, 0.00], [-0.01, -0.01, 0.01], [0.00, 0.00, -0.01], [-0.01, -0.01, 0.00], [-0.01, 0.00, 0.00], [0.04, 0.02, -0.06], [-0.05, 0.02, 0.08], [0.05, 0.00, -0.04], [0.02, -0.02, -0.05], [0.00, 0.02, -0.01], [-0.01, -0.01, 0.00], [-0.01, 0.05, 0.02], [0.05, -0.03, 0.00], [-0.02, -0.04, 0.02], [0.00, 0.04, -0.05], [-0.01, 0.00, 0.00], [0.00, 0.00, 0.02], [0.00, -0.01, 0.00], [0.00, -0.02, -0.01], [0.00, 0.00, -0.01], [-0.01, -0.01, 0.02], [-0.01, 0.01, 0.00], [0.00, -0.01, -0.01], [0.00, 0.00, -0.01], [0.00, 0.01, -0.01], [0.01, 0.00, 0.00], [-0.01, -0.01, -0.01], [0.02, -0.01, 0.00], [0.00, 0.01, 0.00], [-0.04, -0.13, 0.04], [-0.03, 0.24, -0.25], [0.11, -0.11, 0.31], [0.01, 0.00, -0.03], [0.01, -0.21, -0.19], [-0.11, 0.07, -0.07], [0.09, 0.16, 0.28], [0.01, -0.02, -0.03]], "lumo_ev": 4.493, "e_tot_ha": -3005.08546, "homo_lumo_gap_ev": 6.3, "e_above_lowest_kj_mol": 23.02, "e_homo_ev": -1.7696, "largest_force_ev_per_a": 0.4, "charge": -2}

---

(2)
{"formula": "C6H8ClF2OP", "method": "ωB97M-V with the def2-TZVPD basis set", "species": ["C", "C", "C", "C", "C", "C", "O", "F", "F", "P", "Cl", "H", "H", "H", "H", "H", "H", "H", "H"], "positions_angstrom": [[-0.7473, -0.0281, -2.0386], [0.2646, -0.3447, -1.2073], [-0.0798, -1.2534, 2.5798], [1.1069, -1.2781, 2.5826], [-1.4955, -0.9213, 2.7644], [1.6485, -0.4963, -1.6380], [2.1528, 2.1352, -2.3424], [2.4087, -1.4129, 2.4477], [2.2924, -1.4309, -0.8666], [2.4784, 1.1020, -1.3249], [1.7671, 1.7753, 0.3754], [-1.7534, 0.0608, -1.6653], [-0.8074, 0.2036, -3.1294], [-0.0128, -0.4585, -0.1163], [3.7895, 0.7577, -1.2192], [-1.5274, -0.4105, 3.7135], [-1.8765, -0.4415, 1.8763], [-2.0504, -1.8010, 2.6283], [1.8122, -0.8858, -2.6607]], "atomic_forces_ev_per_a": [[-0.09, 0.08, -0.33], [-3.04, -0.07, -0.30], [-0.52, 0.54, 0.04], [2.38, -0.47, -0.54], [1.42, -0.22, -0.96], [0.68, -0.20, -0.13], [0.60, -0.85, 0.21], [-1.46, 0.17, 0.27], [0.58, -0.85, 1.07], [-1.31, 1.64, -2.79], [0.18, -0.14, 1.44], [-0.13, 0.05, 0.62], [1.11, -0.46, 0.90], [0.82, -0.03, -1.36], [1.04, -0.15, 0.61], [-0.98, 0.20, 0.04], [0.12, 1.35, 0.04], [-0.97, -1.55, 1.06], [-0.44, 0.95, 0.12]], "lumo_ev": 0.633, "e_tot_ha": -1309.82495, "homo_lumo_gap_ev": 10.8, "e_above_lowest_kj_mol": 189.89, "e_homo_ev": -10.1286, "largest_force_ev_per_a": 3.5, "charge": 0}

---

(3)
{"formula": "C7H10O", "method": "ωB97M-V with the def2-TZVPD basis set", "species": ["C", "C", "C", "C", "C", "C", "C", "H", "H", "H", "H", "H", "H", "H", "H", "H", "H", "O"], "positions_angstrom": [[-1.9326, -0.2352, -0.6349], [-1.1744, 0.3852, 0.5610], [-0.4592, 1.6519, 0.1313], [0.8245, 1.6131, -0.1898], [1.1949, 0.1591, 0.1676], [2.2581, -0.5284, -0.3080], [0.1132, -0.6093, 0.7056], [-1.3689, -0.5232, -1.6045], [-2.8296, 0.5141, -1.0338], [-2.4123, -1.1500, -0.3551], [-1.8369, 0.3141, 1.3617], [-1.1201, 2.5844, 0.0164], [1.5779, 2.3270, -0.5069], [2.5032, -1.4998, 0.2695], [2.7684, 0.1115, -1.2181], [0.1859, -1.0617, 1.7503], [0.0052, -1.6666, -0.9372], [-0.3024, -1.8211, -0.0423]], "atomic_forces_ev_per_a": [[-2.50, 2.39, -2.88], [3.29, -1.61, -3.09], [-2.99, 3.17, 0.10], [0.00, -3.43, 1.33], [2.73, 0.50, -2.43], [0.66, 1.93, -0.58], [-4.54, -1.80, 2.32], [-0.61, 1.10, 1.71], [2.20, -1.66, 1.12], [-0.42, -0.28, 0.30], [-0.79, 0.76, 1.61], [1.16, -1.27, 0.16], [-0.55, 0.02, -0.08], [-0.05, 1.40, -2.04], [-0.19, -2.36, 2.68], [0.24, 1.09, -1.12], [0.18, -0.24, -0.20], [2.16, 0.29, 1.07]], "lumo_ev": 0.931, "e_tot_ha": -347.82775, "homo_lumo_gap_ev": 9.6, "e_above_lowest_kj_mol": 355.59, "e_homo_ev": -8.7111, "largest_force_ev_per_a": 5.4, "charge": 0}

---

(4)
{"formula": "C5H5NO2", "method": "ωB97M-V with the def2-TZVPD basis set", "species": ["C", "C", "C", "C", "C", "H", "H", "H", "H", "H", "N", "O", "O"], "positions_angstrom": [[3.1253, 0.1429, -0.3050], [2.0022, -0.5853, 0.0810], [0.6831, -0.1711, 0.1898], [-0.3817, -1.0161, 0.2991], [-1.6002, -0.2211, 0.0211], [3.1074, 1.1081, -0.6583], [4.1867, -0.3126, -0.5541], [2.4324, -1.6606, -0.0683], [-0.5295, -2.1828, 0.7445], [0.4363, 1.8638, 0.9782], [0.0893, 1.1572, 0.1875], [-2.7733, -0.5024, -0.3991], [-1.3805, 1.0259, -0.0348]], "atomic_forces_ev_per_a": [[-0.06, -2.98, 0.04], [7.29, -0.68, -2.00], [-5.00, 0.09, 1.41], [-1.36, -3.02, 1.43], [-5.32, -4.31, -2.18], [-0.39, 2.51, -0.15], [-2.56, 0.39, 0.91], [-2.32, 1.36, 1.22], [0.91, 3.49, -2.11], [-1.73, -2.20, -2.16], [2.13, 1.99, -0.07], [3.56, -0.64, 1.91], [4.86, 4.00, 1.76]], "lumo_ev": -0.733, "e_tot_ha": -398.57676, "homo_lumo_gap_ev": 8.3, "e_above_lowest_kj_mol": 529.61, "e_homo_ev": -8.9834, "largest_force_ev_per_a": 7.6, "charge": 0}

---

(5)
{"formula": "H13NO5", "method": "ωB97M-V with the def2-TZVPD basis set", "species": ["N", "H", "H", "H", "H", "H", "O", "H", "H", "O", "H", "H", "O", "H", "H", "O", "H", "H", "O"], "positions_angstrom": [[0.2703, 1.5002, -1.3469], [1.2832, 1.5572, -1.2958], [-0.0705, 2.4343, -1.5702], [-0.0621, 1.4754, -0.3781], [1.6623, -0.9270, -2.0136], [2.5496, -1.0736, -0.7626], [2.5581, -0.7795, -1.6737], [-1.8208, -2.6999, 0.7470], [-1.2625, -1.8794, -0.4165], [-1.2661, -1.9432, 0.5495], [-0.3016, -0.0834, -2.0558], [0.1394, -1.1014, -3.0389], [-0.3630, -1.0643, -2.2236], [-1.5525, 1.6847, 2.2207], [-0.8755, 2.9222, 2.8500], [-0.8075, 2.2878, 2.1353], [-0.0448, -1.1669, 2.0382], [-0.2074, -0.1627, 3.2779], [0.1715, -0.9803, 2.9570]], "atomic_forces_ev_per_a": [[-0.66, 0.78, 0.71], [0.01, -0.09, -0.03], [0.25, -0.07, -0.62], [0.34, -0.53, 0.00], [0.21, -0.12, 0.60], [-0.16, -0.15, 0.16], [0.12, 0.25, -0.46], [-0.04, -0.10, 0.13], [0.23, 0.07, -0.02], [0.00, 0.15, -0.21], [-0.17, -0.30, 0.43], [-0.23, -0.56, -0.55], [0.18, 0.78, -0.05], [-0.07, 0.12, 0.09], [-0.12, 0.06, 0.14], [0.14, -0.25, -0.30], [-0.50, 0.37, -0.07], [-0.13, 0.16, -0.55], [0.61, -0.59, 0.59]], "lumo_ev": 0.412, "e_tot_ha": -438.75060, "homo_lumo_gap_ev": 11.3, "e_above_lowest_kj_mol": 83.27, "e_homo_ev": -10.8535, "largest_force_ev_per_a": 1.2, "charge": 0}

---

(6)
{"formula": "C13H18N2O4", "method": "ωB97M-V with the def2-TZVPD basis set", "species": ["C", "C", "C", "C", "C", "C", "C", "C", "C", "C", "C", "C", "C", "H", "H", "H", "H", "H", "H", "H", "H", "H", "H", "H", "H", "H", "H", "H", "H", "H", "H", "N", "N", "O", "O", "O", "O"], "positions_angstrom": [[-0.6146, 0.1232, -0.2566], [-0.5278, 1.3104, 0.7984], [-1.9600, 0.3738, -1.0934], [-2.3889, -0.7763, -1.9208], [-3.2094, -1.7926, -1.4258], [-1.7427, -0.8485, -3.1702], [-3.3847, -2.8884, -2.2800], [-1.8636, -1.9811, -3.9969], [-2.7494, -2.9887, -3.5307], [1.9666, 0.6501, 1.1645], [2.0859, -0.2535, 2.3802], [3.1947, 1.5704, 1.0847], [3.1347, 2.6456, -0.0782], [-0.2776, -1.9274, -0.3448], [-1.4781, -1.5381, 0.9346], [0.3786, 0.0961, -0.8392], [-1.7772, 1.2553, -1.7607], [-2.7499, 0.7720, -0.3988], [-3.6720, -1.8199, -0.3895], [-1.0570, -0.0159, -3.3786], [-4.1151, -3.6284, -2.0119], [-1.1637, -2.0818, -4.8210], [-2.9854, -3.8967, -4.0432], [0.8219, 2.2585, 2.0115], [1.8123, 0.0289, 0.2933], [4.2107, 1.1721, 1.0899], [3.1523, 1.7606, 3.0410], [1.9713, 2.8444, -0.1328], [3.5306, 2.0520, -1.0613], [3.8418, 3.5609, 0.1783], [0.6394, -1.3077, 1.5672], [-0.5588, -1.1833, 0.4857], [0.7342, 1.5524, 1.3050], [-1.3963, 2.1792, 0.8718], [2.7559, 0.0811, 3.4168], [3.1368, 2.3756, 2.2923], [1.2590, -1.2654, 2.3540]], "atomic_forces_ev_per_a": [[-0.76, 0.14, 0.91], [0.89, 1.57, -1.86], [0.64, 1.70, 0.88], [0.53, -0.01, 0.17], [0.11, -0.52, -0.14], [-0.14, -0.92, 0.11], [-0.09, 0.80, -0.49], [-0.37, 0.06, 1.67], [0.25, 0.78, 0.69], [-0.31, 1.29, 0.06], [0.55, 1.45, 3.41], [0.33, 3.09, 0.44], [-0.27, -1.55, -0.66], [-1.35, 2.03, 2.94], [1.82, 1.06, -1.29], [-1.94, 0.44, 0.34], [0.04, -0.67, 0.57], [0.83, -0.73, -0.37], [0.61, 0.42, -1.50], [-0.30, -0.50, -0.29], [0.03, -0.48, 0.12], [-0.59, -0.15, -0.26], [0.28, -0.26, -0.70], [0.08, 0.40, 0.18], [0.25, -0.01, -0.23], [-0.44, -1.10, -0.23], [0.12, -0.23, 0.02], [2.63, 0.41, -0.42], [-1.08, 1.78, 2.07], [-1.82, -1.99, -0.61], [-0.24, 0.38, -0.33], [-0.41, -2.77, -2.72], [0.65, -2.29, -0.17], [0.57, -1.54, 0.58], [-2.07, -1.92, -3.52], [-0.10, 0.41, -0.63], [1.06, -0.57, 1.25]], "lumo_ev": 0.153, "e_tot_ha": -916.60040, "homo_lumo_gap_ev": 9.7, "e_above_lowest_kj_mol": 278.22, "e_homo_ev": -9.5195, "largest_force_ev_per_a": 4.5, "charge": 0}

---

> What is the formula in the sixth record?

C13H18N2O4

---

> What is the formula in the fourth record?

C5H5NO2